Record 1
C13H24Br2CuN2Si2 as an isolated structure, computed with wB97M-V/def2-TZVPD.

orbital gap: 4.778 eV
E: -7986.91390 Eh
total charge: -1

Geometry (Å):
Br  -1.366  2.453  0.003
Br  -0.469  0.862  2.580
Cu  -0.002  0.068  -0.010
Si  3.122  0.733  -0.654
Si  -2.198  -2.267  -0.608
N  1.761  -0.246  -0.829
N  -0.657  -1.614  -0.804
C  1.666  -1.443  -1.522
C  0.336  -3.365  -2.207
C  4.590  -0.100  0.202
C  -3.190  -2.470  -2.208
C  -2.240  -3.942  0.272
C  -1.445  2.392  1.928
C  2.616  -3.217  -2.927
C  3.786  1.481  -2.263
C  2.684  2.212  0.431
C  1.414  -3.900  -2.910
C  0.407  -2.156  -1.507
C  -3.229  -1.110  0.468
C  2.725  -2.010  -2.240
H  -1.813  -3.848  1.274
H  -0.975  3.285  2.316
H  -1.654  -4.692  -0.264
H  5.446  0.578  0.285
H  -3.263  -4.318  0.374
H  3.016  2.097  -2.736
H  3.468  -3.615  -3.468
H  -2.786  -0.990  1.460
H  4.914  -0.992  -0.338
H  1.877  2.804  -0.010
H  4.306  -0.413  1.211
H  4.072  0.709  -2.979
H  -2.480  2.283  2.222
H  3.558  2.863  0.549
H  -4.239  -1.516  0.595
H  3.672  -1.482  -2.260
H  -4.183  -2.889  -2.013
H  -2.680  -3.123  -2.919
H  2.361  1.895  1.427
H  1.308  -4.842  -3.437
H  -3.316  -0.119  0.015
H  -0.604  -3.908  -2.200
H  -3.321  -1.498  -2.692
H  4.660  2.114  -2.077


Record 2
C19H20CuN2 as an isolated structure in a non-equilibrium geometry, computed with wB97M-V/def2-TZVPD.

orbital gap (spin up / spin down): 5.080 / 4.458 eV
E: -2485.66784 Eh
multiplicity: 2
total charge: -2

Geometry (Å):
Cu  -0.431  -0.480  -1.965
N  0.130  0.110  0.557
N  -3.292  0.558  -1.209
C  1.006  0.787  -3.150
C  0.698  -2.173  -2.095
C  -0.959  2.515  3.169
C  1.925  -1.469  0.955
C  -1.815  1.506  0.756
C  -0.876  1.919  -2.631
C  -0.206  -1.701  2.141
C  2.028  -2.156  -2.386
C  -0.182  1.551  2.540
C  0.046  2.149  -1.598
C  -0.299  1.058  -3.563
C  2.374  -2.638  1.558
C  -2.549  2.506  1.345
C  0.249  -2.885  2.710
C  1.532  -3.350  2.420
C  -0.593  1.030  1.276
C  0.615  -0.983  1.227
C  1.211  1.393  -1.884
C  -2.122  3.011  2.577
H  0.732  1.148  2.981
H  2.793  -2.259  -1.559
H  -2.885  -0.291  -1.761
H  2.542  -0.898  0.253
H  -0.058  2.863  -0.779
H  -2.721  3.775  3.060
H  0.187  -2.254  -1.189
H  2.125  1.343  -1.279
H  -3.443  2.865  0.828
H  -0.749  0.761  -4.559
H  1.795  0.202  -3.708
H  3.386  -2.994  1.348
H  -0.417  -3.427  3.380
H  -2.221  0.974  -0.294
H  -0.137  -1.949  -2.728
H  -0.648  2.876  4.143
H  1.885  -4.277  2.878
H  2.417  -1.832  -3.400
H  -1.876  2.413  -2.719
H  -1.196  -1.295  2.356


Record 3
One molecule with the formula C5H11N in a non-equilibrium geometry, computed with wB97M-V/def2-TZVPD.

orbital gap: 9.433 eV
E: -251.84207 Eh
SMILES: C=C(N)CCC

Geometry (Å):
N  -1.790  -0.773  1.458
C  0.599  -0.894  1.464
C  -0.527  -0.311  1.045
C  -0.597  0.824  0.053
C  0.961  -0.018  -1.815
C  0.647  1.068  -0.766
H  0.073  -0.576  -1.999
H  1.503  1.163  -0.099
H  -1.734  -1.664  1.928
H  -0.832  1.709  0.630
H  0.566  2.070  -1.192
H  0.543  -1.699  2.181
H  -1.488  0.714  -0.544
H  1.769  -0.664  -1.491
H  -2.476  -0.911  0.728
H  1.228  0.460  -2.756
H  1.557  -0.499  1.175


Record 4
A 5-piece molecular cluster, C20H40O15 overall in a non-equilibrium geometry, computed with wB97M-V/def2-TZVPD.

orbital gap: 10.895 eV
E: -1914.54957 Eh
SMILES: CCOC(=O)OC.CCOC(=O)OC.CCOC(=O)OC.CCOC(=O)OC.CCOC(=O)OC

Geometry (Å):
O  3.332  -6.285  8.475
O  2.663  0.551  -2.496
O  0.444  4.163  3.736
O  -7.353  -3.034  -1.454
O  1.320  -7.225  8.649
O  1.554  7.445  -8.704
O  2.978  -7.996  9.921
O  -0.053  4.484  1.694
O  -5.488  -3.952  -0.871
O  -7.385  -5.206  -1.007
O  1.737  0.281  -0.639
O  0.975  6.894  -6.441
O  1.733  -1.549  -2.057
O  2.772  6.232  -7.248
O  -1.783  4.552  3.270
C  -3.366  -5.063  -0.890
C  1.053  -1.319  1.044
C  0.596  -0.282  0.051
C  3.720  5.804  -8.241
C  2.580  -7.262  9.039
C  -4.711  -4.841  -0.105
C  -8.579  -3.003  -2.109
C  0.789  -6.419  6.398
C  0.367  4.461  5.122
C  1.776  6.883  -7.571
C  -0.069  5.415  -0.633
C  -0.841  4.918  0.593
C  3.414  4.635  -9.093
C  4.700  -6.085  8.854
C  2.008  -0.339  -1.795
C  -0.564  4.340  2.929
C  3.198  0.203  -3.729
C  -0.205  7.634  -6.430
C  0.741  -6.109  7.890
C  -6.795  -4.152  -1.142
H  -3.477  -5.316  -1.944
H  4.135  6.563  -8.905
H  -0.257  3.688  5.570
H  -1.016  7.198  -7.014
H  0.361  -7.422  6.401
H  0.230  0.562  0.636
H  3.067  3.818  -8.461
H  -0.459  7.797  -5.383
H  -4.401  -4.436  0.858
H  4.980  -6.910  9.509
H  4.817  -5.190  9.465
H  5.458  -6.047  8.072
H  -0.309  -0.624  -0.449
H  -2.652  -4.242  -0.955
H  4.640  5.617  -7.687
H  -9.314  -3.464  -1.448
H  -2.955  -5.936  -0.382
H  -8.351  -3.574  -3.009
H  1.814  -6.150  6.143
H  -0.062  8.635  -6.836
H  3.638  -0.793  -3.679
H  3.945  0.943  -4.018
H  -1.294  3.944  0.408
H  2.410  0.310  -4.475
H  0.468  4.656  -1.203
H  0.294  -1.669  1.743
H  0.533  6.306  -0.456
H  2.522  4.870  -9.674
H  -1.541  5.682  0.933
H  -0.236  -5.692  8.135
H  1.444  -2.169  0.483
H  1.874  -0.934  1.648
H  0.000  5.460  5.357
H  1.425  4.426  5.379
H  1.303  -5.185  8.024
H  -0.811  5.673  -1.389
H  -8.757  -1.973  -2.416
H  0.237  -5.725  5.764
H  4.251  4.337  -9.725
H  -5.213  -5.806  -0.034